{"formula": "C9H22BrNO13P3", "method": "ωB97M-V/def2-TZVPD", "lumo_ev": 2.1, "charge": -1, "multiplicity": 1, "max_force_ha_per_bohr": 0.109, "homo_ev": -4.6, "elements": ["O", "P", "O", "O", "P", "N", "P", "O", "Br", "H", "H", "H", "H", "C", "O", "C", "O", "O", "C", "H", "H", "H", "H", "H", "H", "C", "O", "C", "O", "O", "C", "H", "H", "H", "H", "H", "H", "C", "O", "C", "O", "O", "C", "H", "H", "H", "H", "H", "H"], "xyz": [[-3.01659, -2.06054, 1.40312], [-2.75848, -2.52890, -0.10892], [-1.02855, -2.92091, -0.16967], [-3.03667, -1.23972, -1.26658], [-4.03145, -4.29956, -0.45700], [-5.61312, -3.95125, 0.28888], [-6.12860, -2.26314, 0.03644], [-5.96038, -1.30841, 1.52464], [-8.40702, -2.15488, -0.36536], [-0.60429, -2.02814, 0.09016], [-3.75432, -0.62231, -0.90556], [-4.12478, -4.36004, -1.92121], [-5.28302, -0.59451, 1.25084], [0.13773, 1.75005, 5.94626], [-0.18801, 0.96326, 4.80213], [-0.80900, -0.20865, 5.08892], [-1.09367, -0.61518, 6.20457], [-1.05832, -0.84986, 3.91928], [-1.71392, -2.10776, 4.06796], [0.62984, 2.66295, 5.59966], [-0.76871, 2.03314, 6.49096], [0.83167, 1.21186, 6.60001], [-2.69453, -1.97896, 4.53747], [-1.09409, -2.80029, 4.64658], [-1.86321, -2.53097, 3.07078], [1.04257, 3.64419, -4.33293], [1.11361, 2.49071, -3.49709], [0.08655, 1.61903, -3.66016], [-0.84794, 1.74869, -4.43533], [0.27942, 0.57811, -2.81125], [-0.73245, -0.42512, -2.87365], [1.91273, 4.27080, -4.11880], [1.07578, 3.35827, -5.38916], [0.13936, 4.22343, -4.11550], [-0.77018, -0.87389, -3.87155], [-1.70668, -0.00868, -2.59787], [-0.47700, -1.20795, -2.15415], [7.38946, 1.80529, -0.96893], [6.07822, 1.56830, -0.46033], [5.19465, 1.11397, -1.38454], [5.43401, 0.90470, -2.56347], [3.99861, 0.93286, -0.76969], [2.96472, 0.45339, -1.62725], [8.01156, 2.16544, -0.14494], [7.82836, 0.87842, -1.35201], [7.36849, 2.57560, -1.74660], [3.22661, -0.52766, -2.03662], [2.76673, 1.16959, -2.43128], [2.05433, 0.34523, -1.03123]], "lowdin_charge": [-0.466, 0.485, -0.303, -0.338, 0.522, -0.676, 0.316, -0.474, 0.028, 0.073, 0.059, -0.123, 0.026, -0.063, -0.015, -0.563, 0.098, -0.006, -0.059, 0.089, 0.096, 0.095, 0.105, 0.094, 0.055, -0.049, -0.030, -0.550, 0.115, -0.036, -0.042, 0.093, 0.098, 0.098, 0.106, 0.081, 0.074, -0.059, -0.013, -0.559, 0.105, -0.002, -0.048, 0.091, 0.097, 0.096, 0.105, 0.080, 0.095]}

***

{"formula": "C9H22Cl12InS", "method": "ωB97M-V/def2-TZVPD", "lumo_ev": 2.1, "relative_energy_kj_mol": 15.9, "charge": -1, "multiplicity": 1, "max_force_ha_per_bohr": 0.012, "homo_ev": -4.4, "elements": ["S", "C", "C", "C", "In", "H", "H", "H", "H", "H", "H", "H", "H", "H", "H", "C", "Cl", "Cl", "H", "H", "C", "Cl", "Cl", "H", "H", "C", "Cl", "Cl", "H", "H", "C", "Cl", "Cl", "H", "H", "C", "Cl", "Cl", "H", "H", "C", "Cl", "Cl", "H", "H"], "xyz": [[2.89765, -3.31252, -0.63394], [2.51974, -1.54415, -0.53090], [1.21688, -1.20920, 0.20645], [0.02587, -0.98173, -0.74610], [-1.79025, -2.10268, -0.04281], [1.86821, -3.68197, -1.39957], [2.51537, -1.12242, -1.53114], [3.38175, -1.14884, 0.00988], [1.00550, -2.04243, 0.88196], [1.36025, -0.33260, 0.84270], [0.26515, -1.29434, -1.76208], [-0.21930, 0.08454, -0.78072], [-1.69756, -2.09737, 1.73896], [-3.29731, -1.41023, -0.66928], [-1.50165, -3.79242, -0.54381], [3.69952, 2.07246, 2.51853], [4.13292, 1.92066, 0.80894], [1.96230, 2.28065, 2.75406], [4.01029, 1.16983, 3.03046], [4.21123, 2.93866, 2.91978], [-2.46548, 2.22143, 2.51996], [-2.68279, 0.47906, 2.49226], [-1.00713, 2.70075, 3.42275], [-2.35317, 2.57730, 1.50256], [-3.31937, 2.68690, 2.99815], [-0.61204, 6.09248, 4.39256], [-2.30872, 5.99383, 3.92084], [0.17785, 7.54688, 3.76183], [-0.55812, 6.11714, 5.47359], [-0.10204, 5.22299, 3.99652], [-0.59304, 1.71338, -3.58635], [-1.50436, 2.58484, -2.34316], [-1.33445, 0.17047, -4.00727], [-0.55607, 2.33253, -4.47425], [0.40233, 1.51775, -3.20563], [-5.09731, -5.74108, -0.49066], [-5.86034, -6.82663, 0.70169], [-4.31860, -4.34817, 0.23179], [-4.34796, -6.31278, -1.02538], [-5.87191, -5.39919, -1.16619], [3.55872, -1.17787, -4.30932], [4.05096, -1.37060, -6.00363], [1.84356, -0.80767, -4.14085], [3.76050, -2.10603, -3.78630], [4.13259, -0.36496, -3.88181]], "lowdin_charge": [0.664, -0.601, -0.382, -0.375, 0.142, -0.149, 0.006, 0.034, 0.054, 0.074, -0.030, -0.003, -0.135, -0.136, -0.141, -1.020, 0.504, 0.490, 0.024, 0.018, -0.997, 0.510, 0.468, 0.025, 0.018, -1.043, 0.496, 0.491, 0.024, -0.028, -1.038, 0.499, 0.513, 0.019, -0.008, -1.030, 0.456, 0.473, 0.023, 0.018, -1.017, 0.489, 0.556, 0.017, 0.026]}

***

{"formula": "C9H22LiNO3", "method": "ωB97M-V/def2-TZVPD", "lumo_ev": 0.2, "relative_energy_kj_mol": 112.5, "multiplicity": 1, "max_force_ha_per_bohr": 0.066, "homo_ev": -6.3, "elements": ["Li", "C", "C", "C", "O", "H", "H", "H", "H", "H", "H", "H", "C", "O", "C", "C", "N", "C", "C", "O", "C", "H", "H", "H", "H", "H", "H", "H", "H", "H", "H", "H", "H", "H", "H", "H"], "xyz": [[0.11361, -0.21129, 0.32129], [0.07459, 3.96459, -0.93269], [0.81195, 2.62165, -0.85025], [2.33473, 2.79133, -1.14571], [0.57663, 1.80934, 0.22656], [0.53750, 4.53220, -0.12545], [-0.99471, 3.91601, -0.72698], [0.28006, 4.49672, -1.86153], [0.50522, 2.06080, -1.73313], [2.41448, 3.23114, -2.13985], [3.01709, 1.94221, -1.18410], [2.88390, 3.43355, -0.45718], [-2.61083, 0.31730, 1.85354], [-1.38825, -0.35157, 1.70599], [-1.39698, -1.65327, 2.27352], [0.08234, -2.12105, 2.40225], [0.80071, -1.90361, 1.17982], [0.37292, -2.85395, 0.18031], [0.53662, -2.25967, -1.24798], [-0.29253, -1.09801, -1.28496], [-0.18248, -0.49227, -2.53367], [-2.73649, 0.75386, 2.84435], [-3.40987, -0.38638, 1.62012], [-2.60063, 1.13071, 1.12804], [-1.99262, -2.38099, 1.72239], [-1.94187, -1.57403, 3.21422], [-0.13319, -3.16146, 2.64549], [0.56268, -1.66501, 3.26794], [1.80649, -1.91060, 1.27175], [-0.60276, -3.33973, 0.16632], [1.11374, -3.65032, 0.25155], [0.27328, -3.00852, -1.99496], [1.58797, -2.02185, -1.40986], [0.70760, 0.13285, -2.60487], [-1.06216, 0.12769, -2.70671], [-0.04873, -1.21838, -3.33553]], "lowdin_charge": [0.618, -0.076, -0.684, -0.091, -0.366, 0.067, 0.063, 0.064, 0.065, 0.056, 0.052, 0.059, -0.083, -0.251, -0.201, -0.184, -0.101, -0.188, -0.192, -0.240, -0.104, 0.097, 0.093, 0.099, 0.116, 0.125, 0.115, 0.132, 0.139, 0.132, 0.124, 0.127, 0.131, 0.090, 0.108, 0.091]}

***

{"formula": "C9H22NO5S", "method": "ωB97M-V/def2-TZVPD", "lumo_ev": -3.2, "charge": 1, "multiplicity": 1, "max_force_ha_per_bohr": 0.017, "smiles": "COC[N@@+](S)(COCOCCO)C[C@@H](C)O", "homo_ev": -13.4, "elements": ["C", "O", "C", "N", "S", "C", "O", "C", "O", "C", "C", "O", "C", "C", "C", "O", "H", "H", "H", "H", "H", "H", "H", "H", "H", "H", "H", "H", "H", "H", "H", "H", "H", "H", "H", "H", "H", "H"], "xyz": [[1.77844, -0.78245, 3.11570], [1.86961, 0.16360, 2.03904], [0.68573, 0.26483, 1.33116], [0.91351, 1.24987, 0.24495], [1.70040, 2.67541, 1.00379], [1.91110, 0.65115, -0.77991], [1.23770, 0.15727, -1.86697], [1.24596, -1.25546, -2.10403], [-0.03462, -1.60958, -2.52943], [-0.53797, -2.85673, -2.04733], [-1.01877, -2.81257, -0.60838], [-1.86505, -3.92982, -0.44881], [-0.40182, 1.57179, -0.42272], [-1.43291, 2.25197, 0.45214], [-2.35080, 3.07945, -0.44516], [-2.18829, 1.23336, 1.10522], [1.91109, -0.26540, 4.05684], [2.56086, -1.52300, 3.01373], [0.82480, -1.29735, 3.12983], [0.39808, -0.66388, 0.84514], [-0.13540, 0.58262, 1.96725], [1.54699, 3.46373, -0.07342], [2.55605, 1.45862, -1.09347], [2.52472, -0.07989, -0.26920], [1.54204, -1.81449, -1.21988], [1.93681, -1.42935, -2.92479], [-1.38394, -3.10302, -2.66887], [0.21535, -3.63249, -2.14347], [-0.15425, -2.88511, 0.05367], [-1.56093, -1.88032, -0.43437], [-2.05997, -4.03995, 0.49413], [-0.82664, 0.62686, -0.72835], [-0.19213, 2.17384, -1.29021], [-1.00298, 2.92178, 1.19117], [-1.81947, 3.89383, -0.92038], [-3.14632, 3.46305, 0.17628], [-2.79700, 2.41795, -1.17982], [-2.44995, 1.55989, 1.97891]], "lowdin_charge": [-0.026, -0.198, -0.251, -0.429, 1.007, -0.175, -0.055, -0.191, -0.079, -0.161, -0.259, -0.038, -0.108, -0.435, -0.018, -0.032, 0.100, 0.099, 0.095, 0.138, 0.139, -0.065, 0.123, 0.145, 0.133, 0.148, 0.137, 0.135, 0.108, 0.120, 0.103, 0.138, 0.140, 0.118, 0.090, 0.090, 0.098, 0.115]}

***

{"formula": "C9H22NSi2", "method": "ωB97M-V/def2-TZVPD", "lumo_ev": [-3.1, -6.6], "charge": 1, "multiplicity": 3, "max_force_ha_per_bohr": 0.121, "homo_ev": [-7.4, -13.7], "elements": ["C", "C", "C", "C", "C", "C", "C", "C", "C", "N", "Si", "Si", "H", "H", "H", "H", "H", "H", "H", "H", "H", "H", "H", "H", "H", "H", "H", "H", "H", "H", "H", "H", "H", "H"], "xyz": [[-3.60151, 0.08140, 2.13717], [-3.57314, 0.85420, 1.21835], [-0.57668, 1.27094, -1.00906], [2.01343, 3.19670, -0.02633], [2.25076, 0.65877, -2.26573], [1.46871, -2.31111, -0.94021], [-1.52439, -2.03048, -0.91898], [-0.12379, -1.87399, 1.94509], [0.19949, 0.51704, 0.05396], [-0.30124, 1.11482, 1.35074], [1.25567, 1.72212, -1.09421], [0.05967, -1.37782, 0.02782], [-3.68452, -0.38217, 3.18388], [-3.46780, 1.34555, 0.31579], [-1.47918, 1.74440, -0.64632], [-0.81370, 0.63104, -1.82496], [1.30933, 3.51523, 0.80425], [2.91156, 2.76594, 0.52344], [2.45039, 3.86805, -0.75043], [1.59526, 0.08250, -2.84979], [3.05689, 1.30473, -2.74375], [2.78438, -0.25495, -1.77517], [0.98062, -3.37853, -1.23615], [1.49534, -1.94871, -2.04587], [2.43375, -2.42470, -0.47481], [-1.37703, -1.88695, -1.98054], [-1.64135, -3.04277, -0.67936], [-2.46952, -1.42677, -0.50402], [0.31318, -2.89873, 2.04322], [0.50573, -1.27712, 2.55522], [-1.12095, -1.87602, 2.30595], [-1.30525, 0.91010, 1.63822], [0.13977, 0.70274, 2.16420], [-0.16387, 2.10455, 1.49841]], "lowdin_charge": [0.015, -0.001, -0.173, -0.205, -0.226, -0.194, -0.165, -0.145, -0.426, 0.147, 0.595, 0.645, 0.092, 0.011, 0.079, 0.076, 0.025, 0.038, 0.012, -0.007, 0.065, 0.043, 0.092, 0.046, 0.015, 0.024, 0.004, 0.071, 0.060, -0.001, 0.004, 0.120, 0.129, 0.137]}